--- P ---
{"formula": "C4H7NO", "method": "ωB97M-V/def2-TZVPD", "symbols": ["C", "N", "C", "C", "C", "O", "H", "H", "H", "H", "H", "H", "H"], "coordinates": [[-1.7267, 0.3823, 0.0299], [-0.3326, 0.1260, -0.0780], [0.3578, -1.1049, -0.0625], [1.7697, 0.0166, 0.1579], [0.6935, 1.0276, -0.0076], [0.6571, 2.2314, -0.1552], [-2.1218, 0.0005, 0.9788], [-1.8258, 1.4680, -0.0074], [-2.2661, -0.0687, -0.8064], [0.5007, -1.6838, -0.9662], [-0.0223, -1.7863, 0.7505], [1.6561, -0.7773, 0.8813], [2.5951, 0.0514, -0.5588]], "lowdin_charge": [-0.034, -0.168, -0.081, 0.059, -0.512, 0.063, 0.091, 0.094, 0.089, 0.099, 0.127, 0.070, 0.102], "lumo_energy_ev": 0.761, "orbital_gap_ha": 0.369, "e_homo_ev": -9.29, "smiles": "CN1CCC1=O"}


--- Q ---
{"formula": "C4H7NO", "method": "ωB97M-V/def2-TZVPD", "symbols": ["C", "O", "C", "C", "N", "C", "H", "H", "H", "H", "H", "H", "H"], "coordinates": [[-0.4674, -0.2161, 1.3054], [-1.2879, 0.7365, 0.6168], [-0.6131, 1.1111, -0.5939], [0.1630, -0.1263, -1.0081], [1.4580, 0.0361, -0.3196], [0.4293, -0.8483, 0.2544], [-1.1332, -0.9687, 1.7542], [0.1081, 0.2333, 2.1302], [-1.2997, 1.5575, -1.3370], [0.1737, 1.8435, -0.3281], [0.0043, -0.6887, -1.9324], [2.1982, -0.4712, -0.7882], [0.6150, -1.9209, 0.2756]], "lowdin_charge": [-0.157, -0.134, -0.158, -0.235, 0.058, -0.241, 0.121, 0.123, 0.125, 0.122, 0.143, 0.091, 0.140], "lumo_energy_ev": 1.030, "orbital_gap_ha": 0.391, "e_homo_ev": -9.60, "smiles": "C1OC[C@H]2N[C@@H]12"}


--- R ---
{"formula": "C4H7NO", "method": "ωB97M-V/def2-TZVPD", "symbols": ["C", "C", "N", "C", "C", "O", "H", "H", "H", "H", "H", "H", "H"], "coordinates": [[-1.5241, -1.3532, -0.3097], [-0.4840, -0.3178, -0.2592], [0.7851, -0.5231, 0.1595], [1.5150, 0.7603, 0.1053], [0.3659, 1.7139, -0.0264], [-0.6672, 0.8934, -0.6084], [-2.0466, -1.4103, 0.6550], [-1.1014, -2.3376, -0.5284], [-2.2440, -1.0794, -1.0819], [2.1665, 1.0144, 0.9513], [2.1653, 0.5757, -0.7729], [0.5220, 2.5595, -0.6911], [0.6608, -0.5143, 1.5279]], "lowdin_charge": [0.012, -0.490, 0.026, -0.272, -0.122, 0.031, 0.096, 0.092, 0.093, 0.102, 0.105, 0.067, 0.261], "lumo_energy_ev": [0.228, 0.279], "orbital_gap_ha": [0.249, 0.271], "e_homo_ev": [-6.55, -7.09]}


--- S ---
{"formula": "C4H7NO", "method": "ωB97M-V/def2-TZVPD", "symbols": ["C", "C", "C", "N", "C", "O", "H", "H", "H", "H", "H", "H", "H"], "coordinates": [[0.0235, -0.8053, 1.3557], [-0.6234, -0.2374, 0.0967], [-0.2780, 1.2223, -0.2650], [0.8492, 1.1119, -1.1982], [0.8390, -0.0978, -1.5702], [-0.0692, -0.9544, -1.0398], [-0.4023, -1.7829, 1.6044], [1.0976, -0.9418, 1.1938], [-0.1155, -0.1432, 2.2161], [-1.7028, -0.4096, 0.1043], [-1.1130, 1.6994, -0.7958], [-0.0217, 1.8560, 0.5892], [1.5161, -0.5302, -2.3009]], "lowdin_charge": [-0.039, -0.332, -0.166, 0.068, -0.242, -0.039, 0.080, 0.088, 0.081, 0.140, 0.116, 0.113, 0.133], "lumo_energy_ev": 1.015, "orbital_gap_ha": 0.391, "e_homo_ev": -9.63, "smiles": "C[C@H]1CN=CO1"}


Energies relative to the most stable structure, in eV: P 2.222; Q 1.469; R 4.376; S 0.000.


--- P ---
{"formula": "C4H7NO", "method": "ωB97M-V/def2-TZVPD", "symbols": ["O", "C", "C", "C", "N", "C", "H", "H", "H", "H", "H", "H", "H"], "coordinates": [[-0.2607, -0.7611, 1.9099], [0.0446, -0.9234, 0.5589], [-1.0231, -0.4689, -0.4996], [-0.0214, 0.5649, -0.9943], [0.3131, 1.3921, 0.1784], [1.0080, 0.1096, -0.0351], [-0.3563, 0.1977, 2.0292], [0.3622, -1.9585, 0.4131], [-1.9523, -0.0662, -0.0865], [-1.2433, -1.2500, -1.2328], [0.1071, 0.9524, -1.9996], [0.9333, 2.1421, -0.1209], [2.0891, 0.0694, -0.1207]], "lowdin_charge": [-0.023, -0.334, -0.070, -0.248, 0.056, -0.204, 0.087, 0.145, 0.113, 0.108, 0.134, 0.098, 0.138], "lumo_energy_ev": 1.037, "orbital_gap_ha": 0.385, "e_homo_ev": -9.43, "smiles": "O[C@H]1C[C@H]2N[C@@H]12"}


--- Q ---
{"formula": "C4H7NO", "method": "ωB97M-V/def2-TZVPD", "symbols": ["C", "C", "C", "C", "O", "N", "H", "H", "H", "H", "H", "H", "H"], "coordinates": [[-1.4538, -0.4192, 0.3405], [-0.2923, -0.1004, -0.6039], [0.5471, 1.1427, -0.2201], [1.5706, 0.1303, 0.3089], [2.5399, 0.1657, 1.0216], [0.9125, -0.9043, -0.3290], [-2.1660, -1.1194, -0.1072], [-1.0599, -0.8858, 1.2485], [-1.9968, 0.4833, 0.6397], [-0.5948, -0.1422, -1.6546], [0.9378, 1.6992, -1.0745], [0.1118, 1.8336, 0.5026], [0.9439, -1.8835, -0.0727]], "lowdin_charge": [-0.054, -0.338, -0.032, -0.487, 0.079, 0.098, 0.073, 0.083, 0.076, 0.131, 0.116, 0.115, 0.142], "lumo_energy_ev": 0.970, "orbital_gap_ha": 0.396, "e_homo_ev": -9.81, "smiles": "C[C@H]1CC(=O)N1"}


Energies relative to the most stable structure, in eV: P 1.767; Q 0.000.


--- P ---
{"formula": "C4H7NO", "method": "ωB97M-V/def2-TZVPD", "symbols": ["C", "C", "C", "C", "H", "H", "H", "H", "H", "H", "H", "N", "O"], "coordinates": [[1.7968, -0.4311, -0.0381], [0.6578, 0.5482, -0.0325], [-0.5760, -0.2240, -0.4131], [-1.6858, -0.1430, 0.5969], [2.2076, -0.3852, -1.1787], [2.8111, -0.0876, 0.5345], [1.4601, -1.5079, 0.2795], [-0.4553, -1.0371, -1.0602], [-1.2947, 0.4284, 1.4187], [-2.2966, -1.0765, 0.8584], [-1.5382, 1.5696, -0.4559], [-1.7680, 0.6028, -0.6446], [0.6813, 1.7434, 0.1352]], "lowdin_charge": [-0.051, -0.476, -0.273, -0.126, 0.137, 0.124, 0.110, 0.116, 0.098, 0.131, 0.085, 0.036, 0.088], "lumo_energy_ev": 0.846, "orbital_gap_ha": 0.396, "e_homo_ev": -9.93, "smiles": "CC(=O)[C@H]1CN1"}


--- Q ---
{"formula": "C4H7NO", "method": "ωB97M-V/def2-TZVPD", "symbols": ["C", "C", "C", "N", "C", "O", "H", "H", "H", "H", "H", "H", "H"], "coordinates": [[-1.7249, -0.3851, 0.4496], [-0.2967, -0.4711, -0.0226], [0.2184, 0.2921, -1.1679], [0.5407, 0.7342, 0.1915], [1.8812, 0.5296, 0.5976], [2.7007, -0.1646, 0.0439], [-1.7887, -0.4966, 1.5372], [-2.3218, -1.1795, -0.0124], [-2.1584, 0.5829, 0.1793], [0.2100, -1.4238, 0.1359], [1.0337, -0.1426, -1.7422], [-0.4348, 0.9974, -1.6742], [2.1406, 1.1270, 1.4844]], "lowdin_charge": [-0.054, -0.312, -0.097, -0.029, -0.293, 0.056, 0.077, 0.079, 0.081, 0.144, 0.111, 0.113, 0.126], "lumo_energy_ev": 1.089, "orbital_gap_ha": 0.407, "e_homo_ev": -9.99, "smiles": "C[C@H]1CN1C=O"}


--- R ---
{"formula": "C4H7NO", "method": "ωB97M-V/def2-TZVPD", "symbols": ["C", "C", "C", "C", "H", "H", "H", "H", "H", "H", "H", "N", "O"], "coordinates": [[-1.3370, -1.0208, -0.0789], [-0.2957, 1.2570, 0.3275], [0.7391, 0.4941, -0.5522], [1.8239, -0.2882, 0.1808], [-2.4545, -0.6781, -0.1133], [-1.2776, -1.7843, -0.8849], [-0.9814, -1.3797, 0.9491], [-0.4360, 0.9955, 1.3463], [-0.5637, 2.2615, 0.0168], [0.9843, 1.0486, -1.5271], [1.5014, -0.8266, 1.1363], [-0.6635, 0.2058, -0.5886], [2.9606, -0.2848, -0.2118]], "lowdin_charge": [-0.091, -0.088, -0.218, -0.231, 0.109, 0.079, 0.088, 0.091, 0.100, 0.164, 0.134, -0.183, 0.047], "lumo_energy_ev": 0.959, "orbital_gap_ha": 0.373, "e_homo_ev": -9.18, "smiles": "CN1C[C@H]1C=O"}


--- S ---
{"formula": "C4H7NO", "method": "ωB97M-V/def2-TZVPD", "symbols": ["C", "C", "O", "C", "C", "N", "H", "H", "H", "H", "H", "H", "H"], "coordinates": [[-1.9260, -0.3142, -0.5608], [-0.5301, -0.3775, -0.0514], [-0.3415, -1.3530, 0.6687], [0.6154, 0.5028, -0.3706], [1.5013, 0.7138, 0.8121], [1.9284, -0.1371, -0.2714], [-1.9672, -1.4098, -0.3175], [-2.1119, 0.1756, -1.5344], [-2.6159, 0.0951, 0.1776], [0.5118, 1.2665, -1.1356], [1.1676, 0.2463, 1.7370], [2.0206, 1.6602, 0.9083], [1.7759, -1.1131, -0.0111]], "lowdin_charge": [-0.004, -0.427, 0.028, -0.238, -0.133, 0.038, 0.107, 0.092, 0.086, 0.137, 0.113, 0.103, 0.098], "lumo_energy_ev": 0.999, "orbital_gap_ha": 0.401, "e_homo_ev": -9.92, "smiles": "CC(=O)[C@H]1CN1"}


Energies relative to the most stable structure, in eV: P 0.761; Q 0.000; R 1.132; S 0.603.


--- P ---
{"formula": "C4H7NO", "method": "ωB97M-V/def2-TZVPD", "symbols": ["N", "C", "O", "C", "C", "C", "H", "H", "H", "H", "H", "H", "H"], "coordinates": [[2.1599, -0.0134, -0.7124], [1.4357, 0.4605, 0.1940], [1.1733, 1.5403, 0.9531], [0.2405, 0.3609, 0.9629], [-1.0484, -0.9579, -0.5651], [-1.0556, 0.3810, 0.1935], [-0.0236, -1.1903, -0.8733], [2.9122, 0.6107, -0.9954], [0.2539, -0.1979, 1.8958], [-1.6563, -0.9262, -1.4691], [-1.3955, -1.7777, 0.0710], [-1.9315, 0.4806, 0.8450], [-1.0646, 1.2295, -0.5002]], "lowdin_charge": [0.171, -0.455, 0.091, -0.187, -0.092, -0.185, 0.059, 0.062, 0.152, 0.074, 0.078, 0.109, 0.123], "lumo_energy_ev": 1.088, "orbital_gap_ha": 0.418, "e_homo_ev": -10.30, "smiles": "[H]/N=C1\\O[C@H]1CC"}


--- Q ---
{"formula": "C4H7NO", "method": "ωB97M-V/def2-TZVPD", "symbols": ["C", "C", "N", "C", "C", "O", "H", "H", "H", "H", "H", "H", "H"], "coordinates": [[-1.7129, -0.5152, 0.0988], [-0.6732, -0.8185, 0.8793], [0.6688, -0.8516, 0.5061], [1.0823, -0.0361, -0.6097], [0.6323, 1.4243, -0.5068], [0.6322, 2.0391, 0.5297], [-1.6101, -0.2683, -0.9542], [0.3177, 1.9014, -1.4593], [-2.7140, -0.5065, 0.5121], [-0.8360, -1.0722, 1.9242], [1.2980, -0.8042, 1.2925], [0.7355, -0.4574, -1.5610], [2.1793, -0.0349, -0.6518]], "lowdin_charge": [-0.013, -0.239, -0.044, -0.187, -0.259, 0.056, 0.050, 0.119, 0.046, 0.111, 0.120, 0.112, 0.128], "lumo_energy_ev": 0.951, "orbital_gap_ha": 0.344, "e_homo_ev": -8.40, "smiles": "C=CNCC=O"}


--- R ---
{"formula": "C4H7NO", "method": "ωB97M-V/def2-TZVPD", "symbols": ["O", "C", "C", "C", "C", "N", "H", "H", "H", "H", "H", "H", "H"], "coordinates": [[2.4161, 0.8789, -0.2902], [1.2729, 0.4732, -0.2823], [0.7796, -0.9696, -0.1618], [-0.6986, -0.8570, 0.2613], [-1.0049, 0.6664, 0.2393], [0.1389, 1.2314, -0.4592], [0.8835, -1.4063, -1.1622], [1.3995, -1.5586, 0.5156], [-1.3608, -1.3962, -0.4225], [-0.8661, -1.2715, 1.2611], [-1.9334, 0.8965, -0.2885], [-1.0682, 1.0635, 1.2608], [0.2535, 2.2315, -0.5393]], "lowdin_charge": [0.061, -0.493, -0.091, -0.155, -0.181, 0.051, 0.121, 0.115, 0.104, 0.105, 0.109, 0.112, 0.142], "lumo_energy_ev": 0.917, "orbital_gap_ha": 0.384, "e_homo_ev": -9.53, "smiles": "O=C1CCCN1"}


--- S ---
{"formula": "C4H7NO", "method": "ωB97M-V/def2-TZVPD", "symbols": ["C", "O", "C", "C", "N", "C", "H", "H", "H", "H", "H", "H", "H"], "coordinates": [[0.9104, -0.0086, -1.2086], [-0.1036, 0.9613, -1.3554], [-1.0869, 0.5273, -0.5072], [-0.7103, 0.3925, 0.9230], [-0.5119, -1.0149, 1.4338], [0.5233, -0.1539, 1.3599], [1.8164, 0.3903, -0.7281], [1.1710, -0.4001, -2.1843], [-2.0494, 0.9592, -0.7680], [0.3420, -0.8391, -0.7433], [-1.2362, 1.0510, 1.6053], [-0.6551, -1.7404, 0.6909], [1.5905, -0.1248, 1.4819]], "lowdin_charge": [-0.117, -0.121, -0.110, -0.281, 0.048, -0.147, 0.100, 0.095, 0.106, 0.071, 0.131, 0.119, 0.107], "lumo_energy_ev": [0.830, 0.342], "orbital_gap_ha": [0.315, 0.277], "e_homo_ev": [-7.74, -7.19]}


Energies relative to the most stable structure, in eV: P 2.189; Q 1.680; R 0.000; S 6.754.


--- P ---
{"formula": "C4H7NO", "method": "ωB97M-V/def2-TZVPD", "symbols": ["O", "C", "C", "C", "N", "C", "H", "H", "H", "H", "H", "H", "H"], "coordinates": [[1.9350, 0.5901, 0.5992], [1.1308, 0.3035, -0.4884], [0.4129, -0.9981, -0.5099], [-1.2989, -0.7302, 0.8098], [-0.8085, 0.6360, 1.0596], [-0.3425, 0.4438, -0.2827], [1.3210, 0.7631, 1.3375], [1.5162, 0.6960, -1.4262], [0.6692, -1.6824, 0.2846], [0.1540, -1.4564, -1.4588], [-2.1870, -0.6331, 0.1310], [-1.5392, 1.3448, 1.0286], [-0.9680, 0.7572, -1.1142]], "lowdin_charge": [0.001, -0.345, -0.029, 0.018, -0.095, -0.305, 0.094, 0.152, 0.103, 0.117, 0.028, 0.112, 0.148], "lumo_energy_ev": 0.787, "orbital_gap_ha": 0.320, "e_homo_ev": -7.93}


--- Q ---
{"formula": "C4H7NO", "method": "ωB97M-V/def2-TZVPD", "symbols": ["C", "N", "C", "C", "C", "O", "H", "H", "H", "H", "H", "H", "H"], "coordinates": [[1.5904, 0.7087, -0.4105], [1.2305, 0.3411, 0.9573], [0.7725, -0.5025, -0.1402], [-0.6897, -0.5236, -0.4959], [-1.7657, -0.3291, 0.4779], [-1.3395, 0.7318, -0.3705], [1.0973, 1.5737, -0.8493], [2.6482, 0.6114, -0.6482], [0.4626, 0.9425, 1.2525], [1.2687, -1.4699, -0.1991], [-0.9827, -1.1364, -1.3482], [-2.7659, -0.6896, 0.2374], [-1.5267, -0.2581, 1.5368]], "lowdin_charge": [-0.134, 0.026, -0.270, -0.263, -0.109, -0.046, 0.108, 0.099, 0.086, 0.135, 0.142, 0.112, 0.114], "lumo_energy_ev": 1.155, "orbital_gap_ha": 0.393, "e_homo_ev": -9.53, "smiles": "C1N[C@H]1[C@H]1CO1"}


Energies relative to the most stable structure, in eV: P 3.253; Q 0.000.


--- P ---
{"formula": "C4H7NO", "method": "ωB97M-V/def2-TZVPD", "symbols": ["C", "O", "C", "C", "N", "C", "H", "H", "H", "H", "H", "H", "H"], "coordinates": [[0.7815, 1.1758, -0.1585], [-0.2389, 1.2803, 0.8227], [-1.1316, 0.2114, 0.7998], [0.4938, -1.2642, 0.4672], [-0.6353, -0.6742, -0.4319], [0.7767, -0.2790, -0.5883], [1.7350, 1.4595, 0.2936], [0.5534, 1.8601, -0.9913], [-1.1046, -0.2520, 1.8125], [-2.1420, 0.5091, 0.5523], [0.6593, -2.2941, 0.1872], [-1.0303, -1.1999, -1.2417], [1.2830, -0.5329, -1.5237]], "lowdin_charge": [-0.154, -0.108, -0.163, -0.087, -0.013, -0.305, 0.126, 0.121, 0.127, 0.106, 0.030, 0.180, 0.139], "lumo_energy_ev": 0.851, "orbital_gap_ha": 0.288, "e_homo_ev": -6.98}


--- Q ---
{"formula": "C4H7NO", "method": "ωB97M-V/def2-TZVPD", "symbols": ["C", "C", "O", "C", "C", "N", "H", "H", "H", "H", "H", "H", "H"], "coordinates": [[-1.4771, 0.3614, -0.1904], [-0.0284, -1.2818, 0.2925], [0.7748, -0.6281, 1.0761], [1.1536, 0.6196, 0.6010], [1.8331, 0.6044, -0.6662], [2.3115, 0.5746, -1.7243], [-1.9154, 1.3048, 0.1652], [-1.4853, 0.3681, -1.2834], [-2.1617, -0.4130, 0.1637], [0.1790, -1.3201, -0.7751], [-0.5245, -2.1228, 0.7676], [1.6402, 1.1851, 1.3895], [-0.2999, 0.7480, 0.1840]], "lowdin_charge": [-0.074, -0.041, -0.100, -0.217, -0.236, 0.141, 0.050, 0.048, 0.033, 0.104, 0.114, 0.118, 0.060], "lumo_energy_ev": [0.001, 0.001], "orbital_gap_ha": [0.320, 0.320], "e_homo_ev": [-8.70, -8.70]}


--- R ---
{"formula": "C4H7NO", "method": "ωB97M-V/def2-TZVPD", "symbols": ["O", "C", "C", "C", "C", "N", "H", "H", "H", "H", "H", "H", "H"], "coordinates": [[1.5064, 0.9811, 0.9568], [2.0065, 0.6538, -0.2130], [-0.2910, -0.8104, -0.9528], [-1.0238, -0.5606, 0.3715], [-1.4117, 0.8467, 0.5224], [-1.6663, 1.9697, 0.6397], [1.0929, 1.8591, 0.8781], [2.3866, -0.3837, -0.0393], [0.4761, -0.0413, -1.1440], [0.1851, -1.7953, -0.9401], [-0.9720, -0.7545, -1.8029], [-0.3902, -0.8074, 1.2307], [-1.9237, -1.1796, 0.4444]], "lowdin_charge": [-0.076, -0.010, -0.110, -0.227, -0.243, 0.144, 0.092, 0.022, 0.008, 0.085, 0.085, 0.112, 0.116], "lumo_energy_ev": 0.621, "orbital_gap_ha": 0.354, "e_homo_ev": -9.02}


--- S ---
{"formula": "C4H7NO", "method": "ωB97M-V/def2-TZVPD", "symbols": ["O", "C", "C", "C", "C", "N", "H", "H", "H", "H", "H", "H", "H"], "coordinates": [[0.7380, 1.5857, 0.6833], [-0.4779, 0.8731, 0.8202], [-0.8488, 0.1190, -0.4577], [0.3047, -0.7203, -1.0056], [1.4049, -2.0108, 0.9538], [0.8831, -1.5345, 0.0166], [1.4509, 1.0097, 0.9868], [-1.2593, 1.6060, 1.0451], [-0.4300, 0.1753, 1.6670], [-1.1231, 0.8327, -1.2420], [-1.7212, -0.5162, -0.2631], [1.1003, -0.0654, -1.3698], [-0.0215, -1.3544, -1.8346]], "lowdin_charge": [-0.068, -0.278, -0.170, -0.219, 0.026, -0.078, 0.081, 0.117, 0.111, 0.117, 0.117, 0.123, 0.121], "lumo_energy_ev": 0.853, "orbital_gap_ha": 0.425, "e_homo_ev": -10.70}


Energies relative to the most stable structure, in eV: P 3.849; Q 3.600; R 2.081; S 0.000.